One molecule with the formula C3H5FOS in a non-equilibrium geometry. Source: the Open Molecules 2025 dataset; level of theory: wB97M-V/def2-TZVPD.

Computed properties:
HOMO = -9.16 eV
LUMO energy = -0.17 eV

Last columns: bonded neighbours and bond lengths (Å).
Geometry (Å):
1 C -0.089 -1.575 -1.676  C2 1.382, H7 1.119, H8 1.091
2 C -0.841 -1.298 -0.551  C1 1.382, S6 1.722
3 C 0.695 1.422 0.809  S6 1.985, H9 1.076, H10 1.169, H11 1.041
4 O -1.914 0.749 0.861  S6 1.484
5 F -0.288 -0.949 1.947  S6 1.714
6 S -0.667 -0.002 0.570  C2 1.722, C3 1.985, O4 1.484, F5 1.714
7 H -0.482 -2.414 -2.304  C1 1.119
8 H 0.766 -1.040 -2.092  C1 1.091
9 H 0.341 2.388 1.121  C3 1.076
10 H 1.124 1.484 -0.276  C3 1.169
11 H 1.355 1.235 1.592  C3 1.041